22
Properties=species:S:1:pos:R:3:nbo_charge:R:1 method="wB97M-V/def2-TZVPD" spin_multiplicity=1 orbital_gap_ev=7.5 charge=+2 relative_energy_kj_mol=477.9 e_tot_ha=-491.19957
C -1.12333 -0.85769 1.73974 -0.22
C -2.20954 -0.76678 2.40206 0.48
C 1.13577 -0.42461 0.92452 0.30
C -0.08183 -1.31555 1.02185 0.24
C 1.19021 0.32055 -2.54755 -0.47
N -3.25935 -0.72970 3.12530 -0.72
N -0.20069 -2.44514 0.34166 -0.62
N 0.74932 0.98228 -0.38007 -0.43
N 0.21620 0.61490 -1.62195 -0.42
O 2.26565 -1.00828 0.46098 -0.61
H 1.32315 0.33897 1.77089 0.24
H 2.17867 0.12587 -2.16717 0.22
H 0.76933 -0.42469 -3.22780 0.25
H 1.34853 1.10767 -3.20417 0.22
H -3.85426 -1.64964 3.25014 0.47
H -3.68880 0.03997 3.68276 0.48
H -1.04547 -2.91933 0.35801 0.43
H 0.48777 -2.97562 -0.04928 0.43
H 0.13970 1.58598 0.16749 0.42
H 1.61035 1.49248 -0.52801 0.40
H -0.49577 1.25655 -1.86415 0.40
H 2.95929 -0.40885 0.77827 0.52

23
Properties=species:S:1:pos:R:3:nbo_charge:R:1 method="wB97M-V/def2-TZVPD" spin_multiplicity=3 s2=2.0160 orbital_gap_ev="6.5 / 6.6" charge=0 e_tot_ha=-566.89886
C -0.83561 -0.43478 -0.62592 -0.22
C -1.60672 0.06550 0.61383 -0.23
C 1.70282 0.20191 -0.40729 0.53
C 1.47178 1.65013 -0.88963 -0.68
C 0.84414 -2.02593 -0.12534 -0.43
N 2.77384 -0.38355 -0.03028 -0.39
N 0.57214 -0.64215 -0.29055 -0.41
N 4.00210 0.04159 0.24812 0.42
N -0.87464 1.19204 1.19210 -0.86
O 4.74198 0.26035 -0.68738 -0.29
O 4.29688 0.05618 1.40680 -0.37
H -1.35697 -1.37692 -1.01770 0.22
H -0.84562 0.37728 -1.45754 0.21
H -2.66557 0.27003 0.23983 0.21
H -1.71033 -0.70851 1.39864 0.18
H 0.41675 1.72908 -0.72046 0.25
H 1.74449 1.53252 -1.90294 0.24
H 2.13988 2.22783 -0.35816 0.24
H 1.91741 -2.18143 0.27607 0.27
H 0.12876 -2.38349 0.64631 0.19
H 0.61360 -2.58097 -0.99857 0.19
H -1.53909 1.69191 1.75404 0.37
H -0.06225 0.94216 1.72310 0.38

22
Properties=species:S:1:pos:R:3:nbo_charge:R:1 method="wB97M-V/def2-TZVPD" spin_multiplicity=1 smiles=CCP(C)n1cnc(N)[nH+]1 orbital_gap_ev=8.1 charge=+1 relative_energy_kj_mol=208.1 e_tot_ha=-757.66864
C 2.50299 -1.42127 0.63879 -0.65
C 2.36178 0.16281 0.24070 -0.74
P 1.05610 0.55089 -1.09788 0.95
C 0.71553 2.44151 -0.93665 -0.96
N -0.51993 -0.21904 -0.77802 -0.45
C -1.30782 -1.26286 -1.59424 0.26
N -2.66094 -1.61647 -0.95392 -0.38
C -2.62959 -0.72982 0.27299 0.58
N -3.53637 -0.50971 1.28081 -0.88
N -1.33338 0.06909 0.30689 -0.39
H 1.81530 -2.15137 0.03580 0.22
H 3.63421 -1.73541 0.44407 0.25
H 2.34050 -1.55391 1.80382 0.24
H 2.18543 0.82731 1.18756 0.23
H 3.41423 0.49506 -0.21035 0.28
H 1.67261 3.11156 -1.11566 0.29
H 0.33310 2.63723 0.17709 0.22
H -0.19988 2.76568 -1.62750 0.27
H -0.89141 -1.69269 -2.61516 0.30
H -3.24758 -0.79166 2.26369 0.44
H -4.49661 -0.11362 1.17725 0.46
H -1.20829 0.73671 1.09992 0.46

22
Properties=species:S:1:pos:R:3:nbo_charge:R:1 method="wB97M-V/def2-TZVPD" spin_multiplicity=3 s2=2.0157 orbital_gap_ev="6.7 / 6.9" charge=0 e_tot_ha=-814.70317
C -1.27222 0.07807 -0.74196 0.29
C -1.35696 -0.93034 -1.80457 -0.66
C 2.91143 0.96448 -0.20013 -0.62
C -2.10776 -0.82619 1.37082 -0.45
C 2.00830 0.71122 0.95546 -0.58
N -0.82620 1.26703 -1.08404 -0.27
N -0.84540 2.04944 -0.07449 -0.13
N -1.62262 1.56041 0.85148 -0.25
N -2.02939 0.24759 0.42496 -0.26
S 0.95779 -0.72984 0.55380 0.07
H -2.29026 -1.44377 -1.70096 0.22
H -0.55705 -1.61426 -1.66756 0.23
H -1.06912 -0.49163 -2.78817 0.26
H 3.84164 0.34040 -0.17470 0.20
H 2.38998 0.70662 -1.08805 0.23
H 3.38746 1.90429 -0.10585 0.21
H -2.75809 -1.76815 1.01382 0.21
H -1.15738 -1.21795 1.68006 0.22
H -2.63791 -0.64204 2.29317 0.22
H 1.32524 1.59787 0.97340 0.24
H 2.57403 0.74511 1.91900 0.23
H -1.37098 1.86925 1.78949 0.39

24
Properties=species:S:1:pos:R:3:nbo_charge:R:1 method="wB97M-V/def2-TZVPD" spin_multiplicity=1 smiles="N[N+]1=C(O)N[C@@]2(N)CSC[C@@]12N" orbital_gap_ev=9.8 charge=+1 relative_energy_kj_mol=190.1 e_tot_ha=-944.66024
C -0.79745 -1.10176 1.11370 0.83
C 0.96332 1.87114 0.82951 -0.63
C 1.86534 -0.13360 -0.56198 -0.59
C -0.25776 1.02745 0.53266 0.27
C 0.35859 -0.24799 -0.65908 0.29
N -0.81906 0.16000 1.46978 -0.58
N -0.25040 -1.40600 -0.02067 -0.26
N -1.40468 1.81299 -0.19596 -0.83
N -0.08670 -0.12078 -1.96241 -0.83
N -0.30953 -2.66058 -0.57648 -0.64
O -1.33372 -1.99510 1.94915 -0.60
S 2.27191 0.70683 0.99253 0.28
H 1.06293 2.68231 0.09360 0.24
H 0.92738 2.52557 1.68081 0.27
H 2.35668 -1.17645 -0.56331 0.26
H 2.37990 0.51380 -1.30274 0.25
H -1.44752 0.46873 2.20007 0.44
H -2.03468 2.13815 0.50746 0.36
H -0.98441 2.80115 -0.35144 0.37
H -1.08652 0.11211 -2.12487 0.41
H 0.47522 0.54654 -2.46277 0.39
H 0.59487 -3.11137 -0.71584 0.39
H -0.83024 -2.65410 -1.43930 0.39
H -1.61348 -2.75903 1.56756 0.52

19
Properties=species:S:1:pos:R:3:nbo_charge:R:1 method="wB97M-V/def2-TZVPD" spin_multiplicity=1 smiles=C[C@@H](N)CCC[O-] orbital_gap_ev=6.7 charge=-1 relative_energy_kj_mol=15.5 e_tot_ha=-327.69013
C -1.95013 0.61746 -1.19672 -0.60
C -0.81395 0.34238 -0.18946 -0.04
C 0.46293 -0.04114 -0.92930 -0.39
C 1.57107 -0.63007 -0.04419 -0.45
C 1.69966 -0.01120 1.37884 -0.01
O 0.98242 -0.64691 2.29635 -0.94
N -1.20971 -0.69119 0.74936 -0.90
H -1.86465 1.57858 -1.67660 0.19
H -2.92333 0.59749 -0.67852 0.19
H -1.96580 -0.17937 -1.94886 0.19
H -0.58035 1.28138 0.31957 0.15
H 0.79773 0.86768 -1.39455 0.18
H 0.15466 -0.74497 -1.73155 0.17
H 1.30670 -1.64297 0.14396 0.20
H 2.52370 -0.60768 -0.54968 0.17
H 1.43459 1.05931 1.23960 0.06
H 2.80505 0.06033 1.57445 0.07
H -2.01293 -0.35811 1.24627 0.33
H -0.41767 -0.85102 1.39105 0.43

19
Properties=species:S:1:pos:R:3:nbo_charge:R:1 method="wB97M-V/def2-TZVPD" spin_multiplicity=1 smiles=CC(C)[C@H](N)C[O-] orbital_gap_ev=6.3 charge=-1 relative_energy_kj_mol=51.5 e_tot_ha=-327.67644
C 1.56955 0.63948 -0.54908 0.00
O 2.36286 -0.09727 0.20960 -0.95
C 0.04052 -0.00862 -0.73866 -0.09
C -0.90842 0.54138 0.30485 -0.22
C -0.69293 -0.14525 1.68724 -0.61
C -2.36607 0.55385 -0.16144 -0.60
N 0.21426 -1.43779 -0.77814 -0.87
H 1.47392 1.70317 -0.20540 0.07
H 1.84509 0.60267 -1.65042 0.04
H -0.27446 0.28362 -1.75397 0.15
H -0.62988 1.54869 0.65745 0.19
H -1.56375 0.11375 2.29697 0.17
H -0.71803 -1.23560 1.67697 0.20
H 0.23076 0.24311 2.08126 0.23
H -2.78302 -0.44407 -0.30884 0.20
H -2.41689 1.06916 -1.12247 0.20
H -2.94240 1.06283 0.61260 0.18
H 0.84349 -1.69906 -0.02377 0.38
H 0.68512 -1.64994 -1.64223 0.34

19
Properties=species:S:1:pos:R:3:nbo_charge:R:1 method="wB97M-V/def2-TZVPD" spin_multiplicity=1 smiles=CC[C@@H](C)NC[O-] orbital_gap_ev=6.4 charge=-1 relative_energy_kj_mol=79.7 e_tot_ha=-327.66568
C 1.32390 0.13200 1.45015 -0.68
C 0.24836 0.26806 0.24945 -0.02
C -1.14470 0.77409 0.81716 -0.42
C -2.04659 0.89044 -0.45089 -0.61
N 0.10575 -0.92955 -0.52567 -0.72
C 1.21778 -1.30474 -1.49079 0.13
O 2.11036 -2.11175 -0.88802 -0.96
H 1.99845 -0.65112 1.07323 0.27
H 0.70941 -0.02292 2.34074 0.18
H 1.91966 1.03310 1.61606 0.18
H 0.56116 1.08032 -0.40786 0.16
H -1.11628 1.77963 1.22104 0.19
H -1.59838 -0.04655 1.40639 0.19
H -1.72386 1.78203 -1.02035 0.18
H -1.98197 0.00418 -1.05397 0.24
H -3.11928 1.12356 -0.29621 0.17
H 0.18459 -1.69797 0.13854 0.36
H 1.74959 -0.39145 -1.85604 0.07
H 0.60206 -1.71138 -2.32295 0.07